(1)
Molecular formula: C16H12O5
Method: DFT, ωB97M-V with the def2-TZVPD basis set

```
33
Properties=species:S:1:pos:R:3:forces:R:3:nbo_charge:R:1
O 1.401812 -0.779862 1.813901 -2.2059 0.5484 -0.7822 -0.49
O -3.585197 0.348193 0.375625 -0.3926 0.2805 -0.1508 -0.52
O 3.125680 0.929653 -2.031175 -1.5439 -0.7482 -0.6781 -0.49
O 1.017241 -0.143896 -0.714810 -0.8704 0.3500 0.8579 -0.46
O 1.872222 1.129068 -3.950222 0.5643 -0.8831 2.1305 -0.60
C -3.151392 -0.010928 3.143956 1.0311 -0.1079 -1.0135 -0.16
C 0.226517 -0.497237 1.492013 3.6822 -1.2658 2.1568 0.44
C -0.074319 -0.178902 0.106858 -1.0230 1.4453 -1.4686 0.36
C 0.835585 -0.081655 -2.141373 0.3264 -0.6357 -0.0201 0.13
C 2.010333 0.720367 -2.798270 -0.0173 1.2606 -1.1073 0.79
C -2.440766 0.205839 0.738606 0.2303 -0.2058 -0.2664 0.52
C -1.334641 0.244331 -0.248200 1.3321 -0.4575 -0.8028 -0.20
C -2.867188 -0.357566 4.450994 0.5470 -0.2731 -0.1891 -0.20
C -2.122447 -0.068374 2.161940 0.4883 -0.9222 1.8249 -0.13
C 0.984548 -1.558233 -2.584028 0.5585 0.9337 -1.3994 -0.61
C -1.536351 0.644319 -1.666450 0.8030 -0.3613 -0.9064 -0.20
C 4.216273 1.590149 -2.670578 0.7934 -0.1328 -1.0454 -0.27
C -0.512548 0.497223 -2.553972 -0.8399 0.4529 0.4576 -0.18
C -0.807464 -0.493461 2.555108 -2.0482 1.3559 -1.6851 -0.04
C -0.542174 -0.764991 3.880480 0.6854 -0.3199 0.2686 -0.19
C -1.566982 -0.762133 4.787723 -1.0392 0.7559 0.8732 -0.19
H -2.504267 1.003904 -2.064066 0.6298 -0.2311 0.7254 0.25
H 5.137538 1.347621 -2.123815 -0.5525 0.1180 0.1746 0.20
H 4.383997 1.228548 -3.712397 -0.4551 0.2348 0.7046 0.20
H 0.456337 -0.955024 4.267341 -0.0539 -0.1425 -0.5584 0.24
H 0.287917 -2.149650 -2.049131 -0.8097 -0.5538 0.5210 0.22
H 0.805524 -1.663413 -3.668487 0.0411 0.0599 0.4334 0.22
H 1.988522 -1.912942 -2.362528 0.0822 0.0298 0.0763 0.23
H -4.135729 0.289703 2.832030 -0.1934 0.0984 -0.0447 0.24
H -3.629627 -0.314094 5.217776 -0.0199 -0.0126 -0.0592 0.22
H -1.359334 -0.939909 5.837797 0.0771 -0.1865 -0.1210 0.22
H 4.059194 2.671711 -2.699670 -0.0496 -0.1805 0.0657 0.19
H -0.638815 0.781639 -3.622977 0.2421 -0.3035 1.0280 0.25
```
Forces are in eV/Å.

Kohn-Sham gap, eV: 7.41
SMILES string: COC(=O)[C@]1(C)C=CC2=C(O1)C(=O)c1ccccc1C2=O


(2)
Molecular formula: C25H29ClIIrN8O3S
Method: DFT, ωB97M-V with the def2-TZVPD basis set

```
69
Properties=species:S:1:pos:R:3:forces:R:3:nbo_charge:R:1
Ir 0.251614 -0.195859 -1.269732 -0.3873 -0.9060 0.4034 1.24
I 1.275208 -1.825153 3.723562 -0.0230 -0.3232 -0.0503 0.19
Cl -0.410469 -6.790303 1.400604 -0.0406 -0.3001 0.0431 0.07
S -1.071834 2.722367 0.797317 0.1688 -0.0511 1.1359 2.34
O -1.703895 3.816082 0.141792 -0.1916 -0.0219 0.0051 -0.88
O 0.334059 2.923325 1.151931 -0.1020 -0.0395 0.0236 -1.00
O 0.637403 -1.082061 0.813660 0.1676 3.0315 -2.2095 -0.72
N 2.617930 -0.884201 -1.469877 -1.3473 -0.2613 0.2650 -0.80
N -0.205366 -2.470285 -1.362887 0.4261 1.8632 -0.4240 -0.46
N -3.778538 0.828941 5.663152 -0.2657 -0.1219 0.3886 -0.76
N -1.009354 1.414414 -0.218309 1.4190 -0.8556 -0.5421 -0.90
N 2.311687 1.408454 0.545020 -0.2819 0.1559 0.2708 -0.75
N -3.310704 1.613639 -0.591743 0.3207 0.2248 0.1767 -0.47
N 1.163252 1.699832 -2.397274 -1.5132 -0.8705 0.2712 -0.79
N -1.895469 0.289261 -1.948889 2.1402 0.2425 1.7014 -0.52
C -3.177472 1.268213 4.543817 0.1668 0.1628 -0.4932 0.22
C -1.262305 1.280034 3.074354 -0.1223 0.0458 0.1734 -0.17
C -3.843358 2.150524 3.663987 0.2754 -0.1444 0.0416 -0.28
C -1.930292 2.168711 2.243138 0.5636 0.3355 -0.9413 -0.43
C 0.576791 -3.014871 2.145344 0.0255 1.5229 -0.6856 -0.23
C -4.311069 1.358035 -1.406809 -0.0551 -0.2237 -0.2132 0.16
C 3.788771 -0.057159 -1.831061 0.3685 0.6686 -0.2514 -0.06
C 0.389195 -2.326969 0.929625 -0.4559 -3.0975 0.5717 0.36
C -0.063243 -3.116058 -0.186595 0.5100 0.2164 1.4656 0.05
C -0.725529 -5.199046 -1.210780 -0.0032 0.2876 -0.2338 -0.09
C -2.910190 0.019560 -2.751936 -0.6868 -0.3492 -0.8926 0.10
C -0.609015 -3.142839 -2.420148 -0.0985 0.1781 -0.5182 0.07
C 4.358591 0.711483 -0.634189 -0.2042 -0.0650 0.0018 -0.43
C -2.113441 1.126741 -0.902374 -1.4931 -0.0919 -0.6593 0.56
C 3.510591 1.895127 -0.173287 0.5124 0.1125 -0.2612 -0.06
C -3.221612 2.591933 2.517598 -0.0839 0.0765 0.0702 -0.12
C 3.139312 2.798738 -1.345503 -0.2609 -0.1454 -0.0026 -0.44
C 2.577209 2.087748 -2.580616 0.8819 -0.2138 0.1035 -0.06
C 0.327329 -4.369383 2.290122 -0.2687 -0.8000 -0.5890 -0.22
C 3.449111 0.892493 -2.981902 -0.2751 -0.0620 0.2206 -0.42
C -4.165907 0.565718 -2.545330 0.4748 -0.0996 0.0776 -0.33
C -0.109001 -5.116351 1.209782 0.1524 0.6323 0.2147 -0.06
C -0.890581 -4.511489 -2.390354 0.1104 -0.0886 0.3593 -0.26
C -0.309672 -4.504766 -0.058619 0.0635 -0.0893 0.3184 -0.03
C -1.872832 0.836459 4.222651 -0.0759 0.1288 -0.1535 -0.23
H -4.706029 1.136657 5.905826 0.1605 -0.0668 0.0308 0.41
H -1.215933 -5.010461 -3.288152 0.0043 -0.0035 -0.1048 0.26
H -0.894190 -6.263362 -1.157893 -0.0899 -0.0721 0.0069 0.26
H 4.529440 0.026630 0.198229 0.1164 -0.0382 0.0819 0.23
H -4.839662 2.482330 3.909355 -0.1326 0.0594 -0.0171 0.23
H 0.666241 2.477851 -1.964613 -0.1591 -0.0371 -0.0524 0.42
H 5.333350 1.097547 -0.933429 0.0455 -0.0357 0.0302 0.26
H 0.480611 -4.856247 3.242033 0.0028 -0.0151 0.0428 0.26
H 4.052895 3.306533 -1.659453 -0.0489 0.0665 0.0389 0.26
H 2.437685 3.562811 -1.008438 0.0335 0.1853 0.0024 0.24
H -5.265048 1.793659 -1.139709 -0.0943 -0.0291 -0.0111 0.23
H -4.987443 0.370194 -3.213883 0.0153 -0.0546 -0.0726 0.26
H 2.628945 2.808914 -3.408131 -0.2391 -0.1337 0.1511 0.24
H -1.353673 0.167498 4.891030 0.0557 -0.1223 0.0584 0.21
H -0.690766 -2.583845 -3.340462 -0.0840 0.0335 -0.1004 0.21
H 2.566227 0.955780 1.425135 -0.1140 -0.1527 -0.0691 0.44
H 2.951854 0.330693 -3.771701 0.0244 -0.0320 -0.2156 0.22
H 4.588904 -0.723704 -2.183894 -0.2687 -0.0087 0.0895 0.23
H 1.786890 0.724585 -0.033947 0.4383 0.2745 0.6692 0.41
H 1.570656 2.162346 0.783696 0.2635 -0.3000 -0.0356 0.48
H 0.743884 1.568799 -3.317671 -0.0006 0.1122 0.0932 0.41
H 4.091925 2.493830 0.536386 -0.1787 -0.1344 -0.0366 0.25
H 4.381943 1.274593 -3.393896 0.0300 0.0119 -0.0537 0.25
H 2.828549 -1.395166 -0.614613 -0.1913 -0.1154 0.0653 0.41
H 2.492279 -1.587165 -2.197649 -0.0272 0.0063 0.1205 0.41
H -0.269804 0.959353 2.807569 0.2020 -0.1686 0.1098 0.22
H -2.708843 -0.621530 -3.601015 -0.0317 -0.0864 0.0388 0.22
H -3.710283 3.264181 1.830864 -0.1225 0.0971 -0.0065 0.25
H -3.297506 0.215655 6.299188 -0.1211 0.0955 -0.0366 0.40
```
Forces are in eV/Å.

Total charge: +2
Kohn-Sham gap (spin up / spin down), eV: 4.72 / 4.74